A 13-piece molecular cluster, C85H168F21N6O17S3 overall, computed with wB97M-V/def2-TZVPD.

Bonds (Å) are listed after each position.
Geometry (Å):
1 C -3.606 0.784 -3.261  C2 1.531, H13 1.090, H14 1.090, H15 1.090
2 C -2.394 0.536 -2.360  C1 1.531, C3 1.597, H16 1.090, H17 1.090
3 C -1.120 1.210 -3.048  C2 1.597, C4 1.579, H18 1.090, H19 1.090
4 C -0.945 2.739 -2.698  C3 1.579, N5 1.595, H20 1.090, H21 1.090
5 N 0.214 3.447 -3.533  C4 1.595, C6 1.565, C9 1.559, C10 1.587
6 C -0.143 3.550 -5.054  N5 1.565, C7 1.498, H22 1.090, H23 1.090
7 C 0.047 5.004 -5.362  C6 1.498, C8 1.521, H24 1.090, H25 1.090
8 C -0.265 5.792 -4.099  C7 1.521, C9 1.477, H26 1.090, H27 1.090
9 C 0.268 4.921 -3.031  N5 1.559, C8 1.477, H28 1.090, H29 1.090
10 C 1.628 2.728 -3.493  N5 1.587, C11 1.586, H30 1.090, H31 1.090
11 C 2.919 3.423 -4.098  C10 1.586, C12 1.550, H32 1.090, H33 1.090
12 C 4.216 2.583 -3.982  C11 1.550, H34 1.090, H35 1.090, H36 1.090
13 H -4.567 0.715 -2.751  C1 1.090
14 H -3.566 0.036 -4.052  C1 1.090
15 H -3.473 1.762 -3.723  C1 1.090
16 H -2.247 -0.543 -2.410  C2 1.090
17 H -2.354 0.844 -1.315  C2 1.090
18 H -1.009 0.863 -4.076  C3 1.090
19 H -0.321 0.608 -2.615  C3 1.090
20 H -0.588 2.728 -1.669  C4 1.090
21 H -1.862 3.284 -2.922  C4 1.090
22 H 0.407 2.862 -5.694  C6 1.090
23 H -1.196 3.281 -5.147  C6 1.090
24 H 1.098 5.087 -5.637  C7 1.090
25 H -0.566 5.379 -6.182  C7 1.090
26 H 0.198 6.768 -4.246  C8 1.090
27 H -1.341 5.925 -3.992  C8 1.090
28 H 1.236 5.224 -2.632  C9 1.090
29 H -0.221 5.021 -2.061  C9 1.090
30 H 1.521 1.824 -4.093  C10 1.090
31 H 1.738 2.481 -2.437  C10 1.090
32 H 3.088 4.418 -3.687  C11 1.090
33 H 2.889 3.523 -5.183  C11 1.090
34 H 3.940 1.604 -4.375  C12 1.090
35 H 4.434 2.384 -2.932  C12 1.090
36 H 5.139 2.841 -4.502  C12 1.090
37 C 3.987 -8.381 0.527  C38 1.442, H49 1.090, H50 1.090, H51 1.090
38 C 3.700 -7.196 -0.242  C37 1.442, C39 1.549, H52 1.090, H53 1.090
39 C 2.432 -6.360 0.066  C38 1.549, C40 1.532, H54 1.090, H55 1.090
40 C 1.194 -7.137 0.523  C39 1.532, N41 1.586, H56 1.090, H57 1.090
41 N 0.057 -6.230 1.154  C40 1.586, C42 1.512, C45 1.602, C46 1.551
42 C 0.581 -5.372 2.283  N41 1.512, C43 1.506, H58 1.090, H59 1.090
43 C -0.509 -5.163 3.301  C42 1.506, C44 1.512, H60 1.090, H61 1.090
44 C -1.264 -6.473 3.294  C43 1.512, C45 1.554, H62 1.090, H63 1.090
45 C -1.098 -7.078 1.872  N41 1.602, C44 1.554, H64 1.090, H65 1.090
46 C -0.590 -5.240 0.151  N41 1.551, C47 1.593, H66 1.090, H67 1.090
47 C -1.263 -5.984 -1.087  C46 1.593, C48 1.502, H68 1.090, H69 1.090
48 C -2.273 -5.112 -1.777  C47 1.502, H70 1.090, H71 1.090, H72 1.090
49 H 3.185 -9.089 0.319  C37 1.090
50 H 4.213 -8.174 1.573  C37 1.090
51 H 4.860 -8.932 0.176  C37 1.090
52 H 3.546 -7.505 -1.276  C38 1.090
53 H 4.600 -6.597 -0.385  C38 1.090
54 H 2.332 -5.928 -0.930  C39 1.090
55 H 2.554 -5.554 0.790  C39 1.090
56 H 1.414 -7.716 1.420  C40 1.090
57 H 0.906 -7.879 -0.221  C40 1.090
58 H 1.185 -4.578 1.844  C42 1.090
59 H 1.302 -6.009 2.796  C42 1.090
60 H -1.057 -4.334 2.853  C43 1.090
61 H -0.044 -4.924 4.258  C43 1.090
62 H -2.350 -6.414 3.374  C44 1.090
63 H -0.795 -7.197 3.960  C44 1.090
64 H -1.973 -7.165 1.228  C45 1.090
65 H -0.797 -8.119 1.757  C45 1.090
66 H 0.285 -4.679 -0.176  C46 1.090
67 H -1.249 -4.684 0.818  C46 1.090
68 H -1.749 -6.955 -0.990  C47 1.090
69 H -0.433 -6.125 -1.780  C47 1.090
70 H -1.837 -4.136 -1.986  C48 1.090
71 H -3.055 -4.995 -1.027  C48 1.090
72 H -2.747 -5.592 -2.634  C48 1.090
73 C -3.022 4.583 -0.554  C74 1.532, H85 1.090, H86 1.090, H87 1.090
74 C -3.680 5.232 0.667  C73 1.532, C75 1.564, H88 1.090, H89 1.090
75 C -4.527 4.216 1.500  C74 1.564, C76 1.567, H90 1.090, H91 1.090
76 C -5.753 3.575 0.764  C75 1.567, N77 1.584, H92 1.090, H93 1.090
77 N -6.386 2.353 1.548  C76 1.584, C78 1.548, C81 1.537, C82 1.613
78 C -7.470 1.608 0.733  N77 1.548, C79 1.525, H94 1.090, H95 1.090
79 C -6.855 0.348 0.135  C78 1.525, C80 1.512, H96 1.090, H97 1.090
80 C -5.371 0.503 0.382  C79 1.512, C81 1.531, H98 1.090, H99 1.090
81 C -5.393 1.197 1.746  N77 1.537, C80 1.531, H100 1.090, H101 1.090
82 C -6.999 2.836 2.960  N77 1.613, C83 1.597, H102 1.090, H103 1.090
83 C -8.419 3.561 2.881  C82 1.597, C84 1.529, H104 1.090, H105 1.090
84 C -9.110 3.911 4.200  C83 1.529, H106 1.090, H107 1.090, H108 1.090
85 H -3.374 5.077 -1.460  C73 1.090
86 H -3.267 3.522 -0.494  C73 1.090
87 H -1.952 4.722 -0.397  C73 1.090
88 H -4.218 6.070 0.223  C74 1.090
89 H -2.926 5.771 1.240  C74 1.090
90 H -5.080 4.715 2.296  C75 1.090
91 H -3.792 3.475 1.813  C75 1.090
92 H -5.406 3.309 -0.235  C76 1.090
93 H -6.587 4.254 0.591  C76 1.090
94 H -8.246 1.233 1.400  C78 1.090
95 H -7.945 2.310 0.047  C78 1.090
96 H -7.221 -0.583 0.567  C79 1.090
97 H -7.050 0.454 -0.933  C79 1.090
98 H -4.879 -0.464 0.481  C80 1.090
99 H -4.783 0.968 -0.409  C80 1.090
100 H -5.768 0.611 2.586  C81 1.090
101 H -4.410 1.538 2.072  C81 1.090
102 H -6.228 3.415 3.468  C82 1.090
103 H -7.142 1.877 3.457  C82 1.090
104 H -9.118 2.821 2.491  C83 1.090
105 H -8.508 4.294 2.080  C83 1.090
106 H -8.435 4.559 4.760  C84 1.090
107 H -9.386 3.001 4.732  C84 1.090
108 H -10.091 4.371 4.089  C84 1.090
109 C 0.029 7.419 6.769  C110 1.475, H121 1.090, H122 1.090, H123 1.090
110 C -0.141 7.577 5.312  C109 1.475, C111 1.519, H124 1.090, H125 1.090
111 C 0.746 6.643 4.506  C110 1.519, C112 1.587, H126 1.090, H127 1.090
112 C 0.750 6.909 2.941  C111 1.587, N113 1.565, H128 1.090, H129 1.090
113 N 1.956 6.375 2.098  C112 1.565, C114 1.506, C117 1.551, C118 1.564
114 C 3.166 7.216 2.409  N113 1.506, C115 1.498, H130 1.090, H131 1.090
115 C 3.086 8.541 1.712  C114 1.498, C116 1.570, H132 1.090, H133 1.090
116 C 2.086 8.271 0.532  C115 1.570, C117 1.571, H134 1.090, H135 1.090
117 C 1.751 6.738 0.603  N113 1.551, C116 1.571, H136 1.090, H137 1.090
118 C 2.266 4.870 2.387  N113 1.564, C119 1.546, H138 1.090, H139 1.090
119 C 1.077 3.904 2.177  C118 1.546, C120 1.520, H140 1.090, H141 1.090
120 C 1.445 2.455 2.446  C119 1.520, H142 1.090, H143 1.090, H144 1.090
121 H -0.133 6.354 6.933  C109 1.090
122 H -0.700 8.017 7.316  C109 1.090
123 H 1.069 7.639 7.007  C109 1.090
124 H 0.127 8.559 4.922  C110 1.090
125 H -1.136 7.389 4.907  C110 1.090
126 H 0.469 5.613 4.726  C111 1.090
127 H 1.785 6.735 4.823  C111 1.090
128 H 0.581 7.957 2.695  C112 1.090
129 H -0.067 6.291 2.570  C112 1.090
130 H 4.010 6.624 2.054  C114 1.090
131 H 3.420 7.340 3.462  C114 1.090
132 H 4.094 8.864 1.454  C115 1.090
133 H 2.616 9.302 2.335  C115 1.090
134 H 2.566 8.533 -0.412  C116 1.090
135 H 1.124 8.782 0.488  C116 1.090
136 H 2.428 6.149 -0.015  C117 1.090
137 H 0.713 6.449 0.439  C117 1.090
138 H 2.845 4.720 3.298  C118 1.090
139 H 3.037 4.633 1.655  C118 1.090
140 H 0.831 4.066 1.127  C119 1.090
141 H 0.220 4.194 2.784  C119 1.090
142 H 2.017 2.060 1.606  C120 1.090
143 H 0.506 1.929 2.621  C120 1.090
144 H 2.121 2.485 3.301  C120 1.090
145 C 1.076 -1.740 4.779  C146 1.513, H157 1.090, H158 1.090, H159 1.090
146 C 2.254 -2.681 4.897  C145 1.513, C147 1.443, H160 1.090, H161 1.090
147 C 3.101 -2.564 3.735  C146 1.443, C148 1.581, H162 1.090, H163 1.090
148 C 4.493 -3.212 4.115  C147 1.581, N149 1.609, H164 1.090, H165 1.090
149 N 5.471 -3.082 2.845  C148 1.609, C150 1.535, C153 1.557, C154 1.553
150 C 6.926 -3.376 3.234  N149 1.535, C151 1.502, H166 1.090, H167 1.090
151 C 7.052 -4.850 3.487  C150 1.502, C152 1.478, H168 1.090, H169 1.090
152 C 5.948 -5.464 2.719  C151 1.478, C153 1.543, H170 1.090, H171 1.090
153 C 5.121 -4.360 2.029  N149 1.557, C152 1.543, H172 1.090, H173 1.090
154 C 5.329 -1.737 2.082  N149 1.553, C155 1.617, H174 1.090, H175 1.090
155 C 5.640 -0.433 2.987  C154 1.617, C156 1.502, H176 1.090, H177 1.090
156 C 5.948 0.815 2.211  C155 1.502, H178 1.090, H179 1.090, H180 1.090
157 H 0.366 -1.757 5.606  C145 1.090
158 H 0.506 -1.803 3.852  C145 1.090
159 H 1.392 -0.705 4.910  C145 1.090
160 H 1.801 -3.672 4.922  C146 1.090
161 H 2.618 -2.410 5.888  C146 1.090
162 H 3.009 -1.517 3.447  C147 1.090
163 H 2.645 -3.050 2.872  C147 1.090
164 H 4.419 -4.221 4.521  C148 1.090
165 H 5.134 -2.569 4.718  C148 1.090
166 H 7.540 -3.080 2.383  C150 1.090
167 H 7.302 -2.707 4.009  C150 1.090
168 H 8.049 -5.250 3.304  C151 1.090
169 H 6.856 -5.024 4.545  C151 1.090
170 H 6.514 -5.981 1.945  C152 1.090
171 H 5.457 -6.272 3.262  C152 1.090
172 H 5.491 -4.167 1.022  C153 1.090
173 H 4.047 -4.522 1.931  C153 1.090
174 H 4.350 -1.808 1.609  C154 1.090
175 H 6.092 -1.884 1.318  C154 1.090
176 H 6.593 -0.517 3.510  C155 1.090
177 H 4.901 -0.149 3.737  C155 1.090
178 H 7.003 0.957 1.979  C156 1.090
179 H 5.473 1.622 2.769  C156 1.090
180 H 5.341 0.817 1.305  C156 1.090
181 C 4.311 -6.017 -7.783  C182 1.518, H193 1.090, H194 1.090, H195 1.090
182 C 5.365 -5.366 -6.905  C181 1.518, C183 1.546, H196 1.090, H197 1.090
183 C 4.829 -4.914 -5.527  C182 1.546, C184 1.550, H198 1.090, H199 1.090
184 C 3.975 -3.622 -5.591  C183 1.550, N185 1.534, H200 1.090, H201 1.090
185 N 3.185 -3.338 -4.307  C184 1.534, C186 1.566, C189 1.609, C190 1.572
186 C 2.291 -4.588 -4.005  N185 1.566, C187 1.587, H202 1.090, H203 1.090
187 C 1.052 -4.127 -3.126  C186 1.587, C188 1.515, H204 1.090, H205 1.090
188 C 0.767 -2.762 -3.720  C187 1.515, C189 1.533, H206 1.090, H207 1.090
189 C 2.038 -2.212 -4.379  N185 1.609, C188 1.533, H208 1.090, H209 1.090
190 C 4.039 -3.001 -3.031  N185 1.572, C191 1.505, H210 1.090, H211 1.090
191 C 5.211 -2.113 -3.351  C190 1.505, C192 1.562, H212 1.090, H213 1.090
192 C 5.816 -1.205 -2.234  C191 1.562, H214 1.090, H215 1.090, H216 1.090
193 H 4.831 -6.268 -8.707  C181 1.090
194 H 3.438 -5.407 -8.014  C181 1.090
195 H 4.022 -6.961 -7.320  C181 1.090
196 H 5.630 -4.485 -7.488  C182 1.090
197 H 6.304 -5.914 -6.817  C182 1.090
198 H 5.711 -4.905 -4.886  C183 1.090
199 H 4.267 -5.743 -5.097  C183 1.090
200 H 3.205 -3.842 -6.330  C184 1.090
201 H 4.411 -2.693 -5.959  C184 1.090
202 H 2.803 -5.343 -3.409  C186 1.090
203 H 2.164 -5.188 -4.906  C186 1.090
204 H 1.277 -4.037 -2.063  C187 1.090
205 H 0.196 -4.792 -3.241  C187 1.090
206 H 0.390 -2.030 -3.007  C188 1.090
207 H -0.054 -2.899 -4.424  C188 1.090
208 H 2.327 -1.244 -3.971  C189 1.090
209 H 1.665 -2.043 -5.389  C189 1.090
210 H 4.363 -3.987 -2.698  C190 1.090
211 H 3.491 -2.598 -2.179  C190 1.090
212 H 4.878 -1.320 -4.021  C191 1.090
213 H 5.896 -2.572 -4.064  C191 1.090
214 H 6.730 -0.725 -2.583  C192 1.090
215 H 6.010 -1.830 -1.363  C192 1.090
216 H 5.198 -0.509 -1.666  C192 1.090
217 C -5.463 -3.198 -4.640  O218 1.469, O219 1.391, C220 1.550, H231 1.090
218 O -5.591 -4.630 -4.338  C217 1.469, C224 1.408
219 O -5.449 -3.249 -6.029  C217 1.391
220 C -6.440 -2.237 -3.916  C217 1.550, F221 1.332, F222 1.361, F223 1.286
221 F -6.356 -2.239 -2.587  C220 1.332
222 F -6.122 -1.009 -4.406  C220 1.361
223 F -7.692 -2.474 -4.087  C220 1.286
224 C -5.607 -4.970 -2.971  O218 1.408, C225 1.515, H229 1.090, H230 1.090
225 C -7.000 -5.241 -2.442  C224 1.515, H226 1.090, H227 1.090, H228 1.090
226 H -7.006 -6.326 -2.344  C225 1.090
227 H -7.168 -4.872 -1.430  C225 1.090
228 H -7.791 -4.858 -3.087  C225 1.090
229 H -5.030 -4.369 -2.268  C224 1.090
230 H -5.104 -5.921 -2.797  C224 1.090
231 H -4.487 -2.906 -4.252  C217 1.090
232 C -6.659 -2.761 3.423  O233 1.442, O234 1.404, C235 1.601, H246 1.090
233 O -7.943 -2.375 2.892  C232 1.442, C239 1.448
234 O -6.884 -3.208 4.734  C232 1.404
235 C -5.812 -3.549 2.316  C232 1.601, F236 1.336, F237 1.328, F238 1.353
236 F -4.573 -3.954 2.607  C235 1.336
237 F -6.497 -4.605 1.894  C235 1.328
238 F -5.722 -2.746 1.231  C235 1.353
239 C -8.639 -1.247 3.476  O233 1.448, C240 1.522, H244 1.090, H245 1.090
240 C -9.945 -1.202 2.695  C239 1.522, H241 1.090, H242 1.090, H243 1.090
241 H -10.618 -0.517 3.210  C240 1.090
242 H -9.824 -0.932 1.646  C240 1.090
243 H -10.525 -2.108 2.521  C240 1.090
244 H -8.081 -0.313 3.412  C239 1.090
245 H -8.837 -1.445 4.530  C239 1.090
246 H -6.111 -1.826 3.539  C232 1.090
247 C 1.285 -1.014 0.402  O248 1.482, O249 1.397, C250 1.583, H261 1.090
248 O -0.142 -1.126 0.016  C247 1.482, C254 1.411
249 O 1.795 -2.306 0.260  C247 1.397
250 C 1.867 0.157 -0.492  C247 1.583, F251 1.340, F252 1.351, F253 1.291
251 F 1.019 1.189 -0.399  C250 1.340
252 F 3.045 0.552 0.039  C250 1.351
253 F 1.971 -0.203 -1.727  C250 1.291
254 C -1.060 -1.171 1.086  O248 1.411, C255 1.494, H259 1.090, H260 1.090
255 C -2.358 -1.583 0.472  C254 1.494, H256 1.090, H257 1.090, H258 1.090
256 H -2.255 -2.663 0.363  C255 1.090
257 H -3.166 -1.402 1.180  C255 1.090
258 H -2.626 -0.932 -0.360  C255 1.090
259 H -1.294 -0.265 1.645  C254 1.090
260 H -0.808 -1.839 1.909  C254 1.090
261 H 1.382 -0.809 1.468  C247 1.090
262 C 3.757 7.626 -3.005  O263 1.456, O264 1.404, C265 1.550, H276 1.090
263 O 4.040 6.667 -1.946  C262 1.456, C269 1.408
264 O 2.392 7.946 -2.922  C262 1.404
265 C 4.805 8.743 -2.773  C262 1.550, F266 1.350, F267 1.361, F268 1.295
266 F 5.995 8.364 -3.285  C265 1.350
267 F 4.579 9.835 -3.553  C265 1.361
268 F 4.995 9.163 -1.562  C265 1.295
269 C 5.223 5.906 -1.974  O263 1.408, C270 1.488, H274 1.090, H275 1.090
270 C 4.871 4.731 -1.132  C269 1.488, H271 1.090, H272 1.090, H273 1.090
271 H 5.429 3.815 -1.323  C270 1.090
272 H 5.009 5.080 -0.108  C270 1.090
273 H 3.869 4.306 -1.201  C270 1.090
274 H 6.184 6.335 -1.690  C269 1.090
275 H 5.419 5.398 -2.918  C269 1.090
276 H 4.010 7.294 -4.012  C262 1.090
277 C -1.517 3.648 5.685  F278 1.344, F279 1.342, F280 1.356, S281 1.942
278 F -0.701 2.898 4.926  C277 1.344
279 F -0.995 3.569 6.920  C277 1.342
280 F -1.509 4.945 5.292  C277 1.356
281 S -3.369 3.062 5.712  C277 1.942, O282 1.459, O283 1.447, O284 1.469
282 O -4.174 4.244 5.999  S281 1.459
283 O -3.584 2.531 4.383  S281 1.447
284 O -3.504 2.123 6.832  S281 1.469
285 C -2.928 -1.312 4.421  F286 1.289, F287 1.369, F288 1.352, S289 1.972
286 F -3.947 -0.694 3.931  C285 1.289
287 F -2.629 -2.494 3.798  C285 1.369
288 F -1.831 -0.522 4.392  C285 1.352
289 S -3.343 -1.609 6.325  C285 1.972, O290 1.447, O291 1.458, O292 1.450
290 O -2.214 -2.232 6.980  S289 1.447
291 O -3.623 -0.326 6.959  S289 1.458
292 O -4.507 -2.471 6.404  S289 1.450
293 C 4.212 0.388 -7.503  F294 1.302, F295 1.379, F296 1.396, S297 1.884
294 F 4.622 0.166 -8.719  C293 1.302
295 F 4.914 -0.496 -6.712  C293 1.379
296 F 4.410 1.713 -7.114  C293 1.396
297 S 2.368 0.012 -7.420  C293 1.884, O298 1.473, O299 1.496, O300 1.466
298 O 2.156 -1.442 -7.521  S297 1.473
299 O 1.792 0.539 -6.143  S297 1.496
300 O 1.943 0.729 -8.626  S297 1.466

Results
* HOMO level: -2.62 eV
* energy: -8238.137363 Ha
* total charge: -1

Atomic partial charges in e from the Mulliken method, atoms 1 to 5:
1. C -1.79
2. C 0.58
3. C 0.01
4. C -0.19
5. N 1.10